1.
2 unconnected molecules or ions with the total composition C3H11N5, computed with the ωB97M-V functional and the def2-TZVPD basis.

Cartesian coordinates (Å):
C1 -0.753 -0.573 0.153
C2 -1.127 -2.023 0.428
C3 -2.993 0.171 -0.403
N1 0.542 -0.391 0.316
N2 -1.584 0.455 -0.138
N3 4.920 0.881 -0.220
N4 -1.039 1.658 -0.232
N5 1.628 -0.403 0.563
H1 -0.475 -2.264 1.321
H2 -0.637 -2.771 -0.284
H3 -2.189 -2.173 0.685
H4 -3.516 0.838 -1.147
H5 -3.000 -0.778 -0.829
H6 -3.747 0.224 0.437
H7 5.103 1.265 -1.212
H8 5.279 -0.010 0.157
H9 -1.629 2.419 -0.163
H10 -0.064 1.735 0.286
H11 5.283 1.739 0.280

Forces on the atoms, in the same order (eV/Å):
C -4.18 -1.12 -0.76
C 1.70 -0.76 0.65
C -2.42 1.72 -0.15
N 2.70 0.99 0.35
N 2.23 -1.25 0.97
N 0.55 3.02 -0.92
N 3.93 -1.42 1.25
N -0.29 0.16 -0.18
H -1.14 0.16 -0.33
H -1.26 1.16 0.22
H 0.64 -0.06 -0.36
H 1.42 -0.14 0.45
H -0.23 -1.69 -0.61
H 1.55 -0.10 -0.05
H -0.27 -2.25 1.66
H 0.18 0.87 -0.97
H -1.68 2.02 0.08
H -2.82 0.40 -1.51
H -0.62 -1.73 0.23

Output
**Lowest unoccupied orbital energy (alpha / beta)**: -12.00 / -11.09 eV
**Energy relative to the best compared isomer or geometry (same formula, charge and spin)**: 4.3327 eV
**Orbital gap (alpha / beta)**: 3.3 / 6.0 eV
**Total charge**: +2
**DFT total energy**: -393.8321 Eh

***

2.
6 unconnected molecules or ions with the total composition C21H46ClNO18PS, computed with the ωB97M-V functional and the def2-TZVPD basis.

Cartesian coordinates (Å):
C1 1.794 -4.204 1.703
C2 0.760 -4.307 0.528
O1 0.322 -2.975 0.162
C3 -0.672 -3.109 -0.837
P1 -2.415 -2.837 -0.166
Cl1 -3.624 -2.456 -1.815
C4 -2.945 -4.433 0.667
C5 -4.492 -4.463 1.063
N1 -4.614 -4.927 2.463
S1 -2.579 -1.123 1.124
C6 -1.176 -0.907 2.272
O2 -2.703 0.103 0.273
O3 -3.841 -1.228 1.921
H1 1.233 -4.309 2.652
H2 2.362 -3.249 1.669
H3 2.529 -5.028 1.593
H4 1.230 -4.850 -0.321
H5 -0.099 -4.934 0.872
H6 -0.502 -2.498 -1.747
H7 -0.663 -4.176 -1.176
H8 -2.324 -4.654 1.562
H9 -2.784 -5.214 -0.116
H10 -5.001 -3.495 0.907
H11 -4.969 -5.253 0.449
H12 -4.372 -4.174 3.103
H13 -3.955 -5.681 2.639
H14 -0.663 -1.852 2.542
H15 -1.597 -0.448 3.195
H16 -0.430 -0.188 1.872
C7 -5.006 5.996 -2.166
O4 -4.683 4.966 -1.230
C8 -4.833 3.729 -1.707
O5 -5.201 3.438 -2.810
O6 -4.498 2.867 -0.738
C9 -4.610 1.493 -1.113
H17 -4.847 6.950 -1.669
H18 -4.353 5.943 -3.037
H19 -6.051 5.928 -2.467
H20 -3.940 1.267 -1.944
H21 -5.642 1.247 -1.372
H22 -4.306 0.892 -0.250
C10 1.275 1.496 -4.868
O7 0.049 1.650 -4.152
C11 0.167 2.339 -3.014
O8 1.181 2.808 -2.576
O9 -1.039 2.412 -2.448
C12 -1.058 3.130 -1.212
H23 1.056 0.924 -5.768
H24 1.676 2.466 -5.160
H25 2.003 0.944 -4.272
H26 -0.748 4.164 -1.362
H27 -0.420 2.641 -0.475
H28 -2.082 3.122 -0.846
C13 7.114 -0.656 1.101
O10 5.701 -0.724 1.312
C14 4.974 -0.375 0.252
O11 5.397 -0.027 -0.813
O12 3.681 -0.483 0.584
C15 2.783 -0.137 -0.467
H29 7.597 -0.960 2.027
H30 7.420 -1.338 0.309
H31 7.421 0.363 0.868
H32 2.918 -0.800 -1.323
H33 2.916 0.903 -0.764
H34 1.770 -0.263 -0.087
C16 12.844 -1.187 -1.360
O13 13.167 -0.187 -0.396
C17 12.124 0.242 0.315
O14 10.990 -0.137 0.203
O15 12.561 1.167 1.171
C18 11.543 1.718 2.003
H35 13.766 -1.455 -1.872
H36 12.444 -2.076 -0.874
H37 12.137 -0.800 -2.094
H38 11.091 0.944 2.623
H39 10.784 2.220 1.402
H40 12.016 2.453 2.651
C19 -10.169 0.731 2.681
O16 -9.298 1.850 2.832
C20 -8.587 2.138 1.740
O17 -8.627 1.548 0.695
O18 -7.822 3.196 2.014
C21 -7.003 3.617 0.923
H41 -10.690 0.594 3.626
H42 -10.905 0.917 1.899
H43 -9.599 -0.173 2.462
H44 -7.620 3.920 0.075
H45 -6.313 2.830 0.634
H46 -6.427 4.478 1.254

Forces on the atoms, in the same order (eV/Å):
C -0.55 -0.10 -0.64
C 1.29 -0.59 1.37
O -1.02 -0.69 -0.65
C 0.38 -0.33 -0.39
P 0.05 -2.07 -1.71
Cl 1.15 -0.28 1.97
C -0.91 0.61 -0.90
C 0.55 -1.03 0.79
N 0.07 0.82 -0.54
S -3.95 6.10 1.80
C 0.78 -0.25 0.34
O 2.29 -3.61 1.07
O 2.87 -1.69 -1.33
H 0.65 0.18 -0.35
H -0.48 -0.56 -0.01
H -0.51 0.44 0.27
H -0.36 0.71 0.15
H 0.41 0.54 -0.31
H -0.10 0.10 0.74
H -0.50 0.75 -0.02
H -0.16 0.45 -0.67
H 0.27 0.63 0.50
H 0.23 -0.54 0.22
H 0.23 0.74 0.07
H -0.18 -0.08 -0.03
H -0.31 -0.06 -0.02
H -0.46 0.42 -0.31
H -0.25 -0.43 -0.78
H -0.62 -0.58 -0.27
C -0.07 0.40 -0.19
O 0.04 -0.12 0.14
C 0.06 0.12 0.14
O -0.05 -0.09 -0.14
O 0.18 0.09 -0.08
C -0.33 -0.52 0.16
H 0.06 -0.17 0.17
H -0.12 -0.11 -0.01
H 0.09 -0.11 -0.08
H -0.09 0.08 -0.05
H 0.06 0.15 -0.16
H -0.50 0.74 -0.45
C 0.27 -0.09 -0.30
O -0.06 -0.06 0.06
C -0.31 -0.07 -0.18
O 0.20 0.00 0.13
O -0.01 -0.10 -0.02
C -0.20 0.20 0.35
H -0.21 0.03 0.11
H 0.05 -0.04 0.15
H 0.02 0.17 0.04
H 0.15 -0.10 0.02
H 0.11 0.11 -0.09
H 0.00 -0.12 -0.18
C 0.50 -0.01 0.05
O -0.19 -0.02 0.00
C 0.25 -0.07 0.33
O -0.06 0.03 -0.22
O -0.24 -0.12 0.11
C -0.21 0.16 -0.21
H -0.24 -0.02 0.05
H -0.05 0.15 -0.06
H -0.06 -0.08 -0.14
H 0.10 0.12 -0.04
H 0.07 -0.09 -0.12
H 0.11 -0.06 0.20
C 0.04 -0.27 -0.30
O -0.02 0.03 0.04
C 0.40 0.13 0.02
O -0.26 -0.08 0.01
O 0.00 -0.02 -0.02
C -0.16 0.22 0.26
H 0.07 0.17 0.16
H -0.11 0.10 -0.02
H -0.07 -0.05 0.13
H -0.06 0.00 -0.13
H -0.03 -0.14 0.01
H 0.18 -0.08 -0.13
C -0.28 -0.26 0.08
O 0.04 0.01 -0.01
C 0.02 0.22 0.32
O 0.03 -0.15 -0.18
O -0.06 0.00 0.03
C 0.15 0.24 -0.16
H 0.14 0.19 0.04
H 0.13 -0.06 -0.06
H -0.03 0.08 -0.13
H 0.01 -0.15 -0.01
H -0.16 -0.02 0.00
H -0.11 -0.07 0.20

Output
**Lowest unoccupied orbital energy**: -5.09 eV
**Orbital gap**: 7.1 eV
**Total charge**: +1
**DFT total energy**: -3436.2585 Eh

***

3.
C18H27NO5 in the gas phase, computed with the ωB97M-V functional and the def2-TZVPD basis.

Cartesian coordinates (Å):
C1 5.143 2.326 2.841
C2 4.728 2.379 1.377
C3 3.266 1.977 1.204
O1 2.844 2.101 -0.154
C4 3.102 1.075 -0.969
O2 3.666 0.067 -0.636
C5 2.529 1.333 -2.349
C6 1.121 0.792 -2.338
C7 0.028 1.636 -2.248
C8 -1.246 1.103 -2.177
C9 -1.458 -0.268 -2.204
O3 -2.766 -0.684 -2.116
C10 -3.040 -1.817 -1.306
C11 -2.318 -1.777 0.046
O4 -1.555 -2.672 0.364
N1 -2.537 -0.712 0.845
C12 -3.492 0.345 0.587
C13 -4.786 0.179 1.385
C14 -1.798 -0.668 2.098
C15 -2.332 -1.645 3.141
C16 -0.355 -1.133 -2.342
O5 -0.605 -2.464 -2.458
C17 0.466 -3.368 -2.324
C18 0.919 -0.582 -2.380
H1 6.186 2.613 2.947
H2 5.021 1.320 3.234
H3 4.536 3.006 3.436
H4 5.348 1.698 0.791
H5 4.866 3.389 0.984
H6 2.609 2.642 1.771
H7 3.119 0.942 1.531
H8 2.527 2.402 -2.549
H9 3.137 0.806 -3.084
H10 0.166 2.706 -2.218
H11 -2.107 1.747 -2.094
H12 -4.125 -1.820 -1.168
H13 -2.737 -2.743 -1.805
H14 -3.021 1.299 0.849
H15 -3.722 0.372 -0.476
H16 -5.220 -0.801 1.202
H17 -4.605 0.286 2.451
H18 -5.501 0.938 1.081
H19 -1.833 0.356 2.476
H20 -0.758 -0.929 1.876
H21 -1.737 -1.571 4.048
H22 -3.370 -1.437 3.385
H23 -2.257 -2.659 2.757
H24 1.006 -3.204 -1.388
H25 1.157 -3.301 -3.170
H26 0.010 -4.356 -2.306
H27 1.783 -1.224 -2.449

Forces on the atoms, in the same order (eV/Å):
C -0.06 0.01 -0.24
C -0.26 -0.08 -0.04
C 0.36 -0.15 0.35
O -0.15 0.33 -0.08
C 0.12 0.03 -0.35
O 0.09 -0.12 0.07
C 0.03 -0.11 0.26
C -0.16 0.09 -0.14
C 0.10 -0.07 -0.03
C -0.10 -0.28 0.01
C 0.10 0.11 0.06
O 0.21 0.00 -0.38
C -0.04 -0.41 0.07
C -0.19 0.16 -0.32
O 0.18 -0.37 0.06
N 0.14 0.16 0.16
C -0.40 0.07 -0.03
C 0.23 0.12 -0.11
C 0.14 -0.27 0.15
C 0.09 0.11 -0.15
C -0.10 0.02 -0.01
O -0.29 0.44 -0.15
C 0.17 -0.18 0.07
C -0.07 -0.10 -0.02
H 0.08 0.01 0.10
H 0.02 -0.10 0.11
H -0.03 0.06 0.13
H -0.02 0.05 -0.05
H 0.01 -0.01 -0.05
H 0.04 -0.08 -0.05
H -0.03 0.16 0.00
H 0.02 -0.04 -0.05
H 0.03 0.06 0.06
H 0.03 0.13 0.00
H -0.13 0.04 0.03
H 0.09 0.03 0.02
H -0.10 0.22 0.21
H -0.01 -0.07 -0.12
H 0.09 0.06 0.10
H -0.07 -0.10 0.00
H -0.03 -0.02 0.12
H -0.12 0.08 0.01
H 0.01 0.00 -0.07
H -0.07 0.13 0.05
H 0.04 -0.02 0.14
H -0.10 0.03 0.06
H 0.00 -0.07 0.02
H -0.02 0.01 -0.02
H -0.03 0.01 0.05
H 0.08 0.04 0.00
H 0.08 -0.12 -0.01

Output
**Lowest unoccupied orbital energy**: 0.76 eV
**Energy relative to the best compared isomer or geometry (same formula, charge and spin)**: 0.5231 eV
**Orbital gap**: 9.0 eV
**Structure (SMILES)**: CCCOC(=O)Cc1ccc(OCC(=O)N(CC)CC)c(OC)c1
**DFT total energy**: -1133.0483 Eh

***

4.
2 unconnected molecules or ions with the total composition C8H15N3, computed with the ωB97M-V functional and the def2-TZVPD basis.

Cartesian coordinates (Å):
C1 -1.354 1.258 -1.490
N1 -1.113 0.024 -0.716
C2 -2.066 -0.282 0.043
C3 -1.658 -1.415 1.116
C4 -3.360 0.407 0.297
H1 -1.603 2.142 -0.881
H2 -0.444 1.454 -2.131
H3 -2.370 0.935 -1.972
H4 -1.928 -1.124 2.125
H5 -2.129 -2.373 0.860
H6 -0.572 -1.578 1.038
H7 -3.520 0.914 1.230
H8 -4.267 -0.148 -0.017
H9 -3.432 1.195 -0.478
C5 1.844 -1.496 -1.005
N2 2.446 -0.528 -0.154
C6 1.829 0.210 0.803
C7 2.760 1.065 1.294
C8 3.878 0.920 0.527
N3 3.687 -0.048 -0.382
H10 2.120 -1.021 -1.961
H11 2.276 -2.429 -0.989
H12 0.762 -1.549 -0.792
H13 0.744 0.106 0.943
H14 2.764 1.834 1.972
H15 4.708 1.525 0.721

Forces on the atoms, in the same order (eV/Å):
C -1.13 -1.25 -1.32
N -0.04 1.59 -0.08
C 1.27 -2.56 3.94
C -0.36 0.38 -2.00
C -1.14 1.08 -2.87
H 0.44 -0.34 -0.01
H -1.51 -0.18 0.35
H 2.19 1.47 -0.58
H -0.11 0.07 0.08
H -0.13 0.20 0.24
H -0.47 0.15 0.14
H 0.24 -0.26 0.68
H 0.58 -0.46 0.79
H -0.04 0.06 0.70
C -0.88 2.51 -1.43
N 0.66 1.86 1.77
C -1.40 -1.06 -0.05
C -0.41 0.16 -0.32
C -1.03 -1.95 -1.02
N 0.87 -0.38 -0.06
H -1.00 -0.86 -0.42
H 1.18 -2.13 0.49
H 0.63 0.23 -0.44
H 0.85 -0.05 0.20
H -0.88 1.44 1.82
H 1.60 0.28 -0.60

Output
**Lowest unoccupied orbital energy**: 0.77 eV
**Energy relative to the best compared isomer or geometry (same formula, charge and spin)**: 3.0656 eV
**Orbital gap**: 9.6 eV
**Structure (SMILES)**: CN=C(C)C.Cn1cccn1
**DFT total energy**: -477.9928 Eh

***

5.
C6H10OS in the gas phase, computed with the ωB97M-V functional and the def2-TZVPD basis.

Cartesian coordinates (Å):
C1 -0.125 -1.532 0.637
C2 0.504 -0.278 0.067
C3 1.836 -0.627 -0.568
C4 -0.462 0.380 -0.920
C5 -1.469 1.117 -0.068
C6 -0.666 1.935 0.872
O1 -0.971 2.965 1.440
S1 0.797 1.011 1.306
H1 -0.184 -2.312 -0.070
H2 0.416 -1.892 1.463
H3 -1.100 -1.393 1.002
H4 1.831 -1.398 -1.363
H5 2.229 0.276 -1.000
H6 2.442 -1.060 0.209
H7 0.037 1.107 -1.553
H8 -0.889 -0.522 -1.512
H9 -2.181 1.810 -0.527
H10 -2.043 0.413 0.584

Forces on the atoms, in the same order (eV/Å):
C 0.31 0.74 0.12
C -0.05 -0.31 -0.77
C -0.21 -0.54 -0.45
C -0.98 -1.84 -0.63
C -1.20 -0.01 0.02
C 0.15 0.88 2.25
O 0.26 -0.96 -1.04
S 0.22 0.33 0.26
H 0.11 -0.87 -1.13
H 1.00 -0.50 1.10
H -1.44 0.44 0.45
H -0.62 0.36 0.30
H 0.69 0.28 0.01
H 0.76 0.19 0.25
H 0.20 -0.17 -0.35
H 0.42 1.86 0.52
H 0.09 -0.41 -0.38
H 0.29 0.53 -0.55

Output
**Lowest unoccupied orbital energy**: 0.64 eV
**Energy relative to the best compared isomer or geometry (same formula, charge and spin)**: 0.0000 eV
**Orbital gap**: 10.1 eV
**Structure (SMILES)**: CC1(C)CCC(=O)S1
**DFT total energy**: -708.0503 Eh

***

6.
C18H16O4S in the gas phase, computed with the ωB97M-V functional and the def2-TZVPD basis.

Cartesian coordinates (Å):
C1 0.453 4.677 0.276
C2 1.956 4.435 0.198
O1 2.292 3.386 -0.694
C3 2.116 2.097 -0.332
C4 1.701 1.658 0.926
C5 1.568 0.302 1.172
C6 1.846 -0.608 0.176
S1 1.595 -2.346 0.450
O2 2.694 -3.108 -0.038
O3 1.150 -2.569 1.792
O4 0.397 -2.639 -0.606
C7 -0.716 -1.830 -0.616
C8 -1.306 -1.584 -1.873
C9 -2.403 -0.777 -1.967
C10 -2.957 -0.167 -0.821
C11 -4.081 0.681 -0.888
C12 -4.594 1.253 0.243
C13 -4.005 1.000 1.492
C14 -2.915 0.181 1.591
C15 -2.362 -0.423 0.442
C16 -1.236 -1.269 0.519
C17 2.270 -0.193 -1.073
C18 2.407 1.153 -1.327
H1 0.064 4.903 -0.713
H2 -0.068 3.801 0.655
H3 0.253 5.519 0.934
H4 2.452 5.313 -0.224
H5 2.378 4.246 1.192
H6 1.481 2.355 1.718
H7 1.254 -0.060 2.138
H8 -0.871 -2.052 -2.741
H9 -2.860 -0.591 -2.928
H10 -4.532 0.870 -1.852
H11 -5.456 1.900 0.185
H12 -4.424 1.458 2.376
H13 -2.460 -0.020 2.550
H14 -0.793 -1.486 1.478
H15 2.490 -0.936 -1.824
H16 2.737 1.514 -2.288

Forces on the atoms, in the same order (eV/Å):
C 0.36 -0.20 -0.11
C -0.26 0.34 0.23
O 0.06 -0.24 -0.19
C 0.00 -0.29 -0.02
C 0.07 0.25 -0.03
C 0.03 -0.04 0.05
C -0.11 -0.72 0.28
S 0.35 0.34 0.08
O -0.16 0.07 -0.31
O -0.18 0.17 -0.20
O 0.68 -0.39 0.17
C -0.85 0.69 0.41
C 0.09 -0.09 -0.01
C 0.18 -0.15 -0.02
C 0.11 -0.04 0.32
C -0.13 0.11 0.09
C -0.06 0.00 -0.29
C 0.18 -0.10 0.18
C -0.12 0.10 0.09
C -0.13 0.07 -0.40
C 0.12 -0.31 -0.17
C 0.09 0.17 -0.15
C -0.04 0.06 0.08
H -0.06 0.04 -0.07
H -0.09 -0.03 0.05
H -0.05 0.09 0.08
H -0.02 -0.13 0.14
H 0.03 0.01 -0.11
H -0.03 0.09 0.04
H -0.08 0.04 0.13
H 0.04 -0.03 -0.13
H -0.02 0.00 -0.10
H -0.05 0.03 -0.09
H -0.06 0.04 -0.04
H 0.00 0.01 0.09
H 0.03 -0.01 0.12
H -0.05 0.02 0.10
H 0.06 -0.01 -0.20
H 0.04 0.02 -0.12

Output
**Lowest unoccupied orbital energy**: 0.35 eV
**Orbital gap**: 8.8 eV
**Structure (SMILES)**: CCOc1ccc(S(=O)(=O)Oc2ccc3ccccc3c2)cc1
**DFT total energy**: -1394.6550 Eh